# 1
C18H27N3S in the gas phase. Source: the OMol25 dataset; level of theory: ωB97M-V/def2-TZVPD.

```
! RIJCOSX wB97M-V def2-TZVPD def2/J DEFGRID3
* xyz 0 1
S -2.4209 0.0922 -0.5517
C -0.8660 -0.4864 -0.5183
N -0.6032 -1.8146 -0.5830
C -1.6358 -2.8107 -0.7858
C -1.9258 -3.0269 -2.2739
C -3.0126 -4.0815 -2.4509
C -2.5997 -5.3936 -1.7911
C -2.3064 -5.1748 -0.3099
C -1.2152 -4.1236 -0.1296
N 0.1840 0.3534 -0.3820
C 0.0041 1.7880 -0.4741
C 1.2351 2.3889 -1.1456
N 2.4564 2.1761 -0.3815
C 2.9833 3.3481 0.3083
C 2.1245 3.8583 1.4408
C 2.3129 3.3849 2.7351
C 1.4789 3.7855 3.7645
C 0.4459 4.6723 3.5156
C 0.2624 5.1680 2.2361
C 1.0958 4.7642 1.2082
C 2.3640 1.0060 0.4737
C 1.5491 -0.0955 -0.1950
H 0.3255 -2.1037 -0.8505
H -2.5389 -2.4257 -0.3020
H -1.0102 -3.3496 -2.7783
H -2.2445 -2.0805 -2.7141
H -3.2017 -4.2408 -3.5143
H -3.9368 -3.7204 -1.9959
H -1.7060 -5.7838 -2.2845
H -3.3941 -6.1333 -1.9058
H -3.2152 -4.8382 0.1928
H -1.9939 -6.1133 0.1527
H -1.0229 -3.9573 0.9322
H -0.2886 -4.4778 -0.5909
H -0.8955 1.9829 -1.0627
H -0.1446 2.2251 0.5214
H 1.0799 3.4538 -1.3115
H 1.3630 1.9149 -2.1278
H 3.9699 3.0687 0.6907
H 3.1183 4.1283 -0.4450
H 3.1304 2.7075 2.9416
H 1.6374 3.4049 4.7631
H -0.2077 4.9830 4.3169
H -0.5325 5.8715 2.0371
H 0.9484 5.1678 0.2165
H 1.8979 1.2313 1.4465
H 3.3799 0.6411 0.6606
H 2.0135 -0.3600 -1.1561
H 1.5578 -0.9746 0.4574
*
```

## Properties
Relative energy (zero: lowest compared OMol25 entry of this formula, charge and spin) (eV): 0.276
HOMO level (eV): -7.7
LUMO level (eV): 0.63
HOMO-LUMO gap (eV): 8.4
SMILES: S=C(NC1CCCCC1)N1CCN(Cc2ccccc2)CC1

# 2
C18H27N7O4RbS as an isolated structure at a distorted geometry. Source: the OMol25 dataset; level of theory: ωB97M-V/def2-TZVPD.

```
! RIJCOSX wB97M-V def2-TZVPD def2/J DEFGRID3
* xyz -1 1
Rb 0.2350 -0.0838 -0.1942
N 3.2925 0.6016 -4.4801
C 2.7190 0.1574 -3.2879
S 1.0810 -0.3057 -3.4303
N 3.5303 0.1361 -2.2865
N 3.1453 -0.0824 -0.9981
C 4.1403 -0.3856 -0.2356
C 4.1280 -0.5999 1.1772
C 5.3730 -0.7046 1.8071
C 5.5162 -0.8441 3.1684
C 4.3715 -0.8739 3.9673
C 3.1340 -0.7985 3.3954
C 2.9290 -0.7060 1.9811
O 1.7607 -0.7348 1.5155
H 2.8816 0.1911 -5.3063
H 4.3022 0.5946 -4.4650
H 5.1402 -0.4483 -0.6977
H 6.2619 -0.6557 1.1864
H 6.4997 -0.9195 3.6145
H 4.4703 -0.9580 5.0443
H 2.2369 -0.8255 4.0026
C 0.2065 2.9103 -1.4608
O -0.9416 2.4332 -0.7974
C -2.0868 2.3920 -1.6061
C -2.1516 1.2294 -2.5990
O -2.4709 0.0520 -1.8995
C -2.4932 -1.0762 -2.7400
H 0.0130 3.9009 -1.8990
H 0.5435 2.2339 -2.2516
H 0.9927 2.9825 -0.7087
H -2.1914 3.3385 -2.1602
H -2.9289 2.2823 -0.9171
H -1.2026 1.1045 -3.1350
H -2.9398 1.4471 -3.3396
H -3.3050 -0.9947 -3.4784
H -2.6557 -1.9383 -2.0968
H -1.5449 -1.1903 -3.2746
N -1.3012 3.0255 7.3524
C -2.1720 2.2865 6.6051
O -3.2651 1.9762 7.0578
C -1.7408 1.9495 5.2361
C -2.7025 1.4456 4.3486
C -2.3376 1.1757 3.0471
N -1.1144 1.3640 2.5631
C -0.1917 1.8059 3.4072
C -0.4404 2.1048 4.7346
H -1.5462 3.2336 8.3048
H -0.3695 3.2189 7.0397
H -3.7104 1.2973 4.7055
H -3.0581 0.7961 2.3365
H 0.8004 1.9229 2.9958
H 0.3763 2.4414 5.3563
N -2.5553 -3.2109 0.2029
N -2.3575 -1.9064 0.7459
H -3.0684 -3.8264 0.8409
H -1.6343 -3.6182 0.0506
H -2.1670 -1.9023 1.7487
H -3.1904 -1.3547 0.5644
*
```

## Properties
Relative energy (zero: lowest compared OMol25 entry of this formula, charge and spin) (eV): 0.347
HOMO level (eV): -3.2
LUMO level (eV): 1.81
HOMO-LUMO gap (eV): 5.0

# 3
C18H27N7O4RbS as an isolated structure at a distorted geometry. Source: the OMol25 dataset; level of theory: ωB97M-V/def2-TZVPD.

```
! RIJCOSX wB97M-V def2-TZVPD def2/J DEFGRID3
* xyz -1 1
Rb -0.2814 0.2045 0.3951
N -3.9903 -0.1828 2.7250
C -3.3014 0.6343 1.8398
S -3.9533 0.7374 0.2379
N -2.2406 1.1721 2.3840
N -1.6023 2.1811 1.6897
C -0.4605 2.4919 2.1898
C 0.2172 1.8394 3.3548
C -0.1503 2.1868 4.6484
C 0.4411 1.6151 5.7693
C 1.4313 0.6546 5.5675
C 1.8174 0.2878 4.2905
C 1.2346 0.8555 3.1205
O 1.5886 0.4842 1.9334
H -4.5316 -0.9049 2.2817
H -3.4358 -0.4632 3.5210
H 0.0544 3.3047 1.6795
H -0.9434 2.9168 4.7772
H 0.1318 1.9019 6.7665
H 1.9083 0.1862 6.4229
H 2.5945 -0.4547 4.1366
C -0.4300 -2.6809 2.1297
O -1.4584 -1.9935 1.4415
C -2.2722 -2.7927 0.6052
C -1.6014 -3.1520 -0.7095
O -1.3752 -2.0377 -1.5518
C -2.5302 -1.6372 -2.2746
H -0.8471 -3.4811 2.7510
H 0.0764 -1.9529 2.7632
H 0.3079 -3.1186 1.4467
H -3.1671 -2.1957 0.4124
H -2.5651 -3.7160 1.1239
H -2.2173 -3.9023 -1.2248
H -0.6223 -3.5994 -0.5246
H -2.9027 -2.4688 -2.8860
H -2.2315 -0.8161 -2.9242
H -3.3210 -1.2815 -1.6095
N 5.0619 1.1419 -5.6231
C 4.9268 0.0698 -4.7939
O 5.6408 -0.9061 -4.8930
C 3.7852 0.1146 -3.8059
C 3.6584 -0.9405 -2.9205
C 2.6251 -0.9154 -1.9964
N 1.7388 0.0750 -1.9201
C 1.8588 1.0824 -2.7781
C 2.8630 1.1452 -3.7337
H 5.8776 1.1500 -6.2103
H 4.5997 2.0123 -5.4414
H 4.3678 -1.7554 -2.9599
H 2.5072 -1.7212 -1.2796
H 1.1007 1.8562 -2.7079
H 2.8816 1.9922 -4.4075
N -2.6336 1.9824 -2.5875
N -1.3878 2.5689 -2.1611
H -3.3807 2.6576 -2.4522
H -2.8377 1.2686 -1.8915
H -1.4992 3.0528 -1.2729
H -1.1252 3.2464 -2.8631
*
```

## Properties
Relative energy (zero: lowest compared OMol25 entry of this formula, charge and spin) (eV): 0.616
HOMO level (eV): -3.6
LUMO level (eV): 1.98
HOMO-LUMO gap (eV): 5.6

# 4
A 3-piece molecular cluster, C18H27O2PS overall at a distorted geometry. Source: the OMol25 dataset; level of theory: ωB97M-V/def2-TZVPD.

```
! RIJCOSX wB97M-V def2-TZVPD def2/J DEFGRID3
* xyz 0 1
C -3.2394 -2.0187 -4.0345
P -1.5680 -1.1468 -3.9240
C -0.4930 -2.1195 -5.1319
C -0.9361 -1.7431 -2.2559
O 0.3787 -1.2868 -1.9912
C 0.5943 -1.0817 -0.6109
C 0.5357 -2.3715 0.2524
O 1.7597 -3.0789 0.3091
C 2.1791 -3.5074 -0.9596
S 1.0223 -4.7061 -1.7570
H -3.2233 -2.7126 -4.8951
H -4.0568 -1.3135 -4.2142
H -3.4000 -2.6480 -3.1430
H -0.6322 -3.1953 -4.9256
H 0.5690 -1.8796 -5.0123
H -0.8719 -1.8984 -6.1397
H -0.9337 -2.8567 -2.2883
H -1.6207 -1.4373 -1.4415
H 1.5754 -0.6244 -0.4151
H -0.1777 -0.3750 -0.2435
H -0.3238 -3.0177 -0.0014
H 0.3372 -2.0327 1.2846
H 3.1317 -4.0373 -0.8076
H 2.4058 -2.6804 -1.6486
H 1.7764 -5.8367 -1.9492
C 2.4057 3.1482 2.7430
C 2.0995 1.7978 2.8544
C 2.6478 0.8847 1.9633
C 3.5005 1.3218 0.9567
C 3.8011 2.6729 0.8403
C 3.2551 3.5861 1.7341
H 1.9818 3.8591 3.4413
H 1.4323 1.4567 3.6363
H 2.4096 -0.1690 2.0529
H 3.9296 0.6093 0.2625
H 4.4613 3.0148 0.0530
H 3.4908 4.6392 1.6443
C -1.3500 2.2319 2.2493
C -2.2916 1.3619 2.7849
C -3.4607 1.8614 3.3453
C -3.6863 3.2320 3.3736
C -2.7407 4.1024 2.8456
C -1.5733 3.6027 2.2822
H -0.4418 1.8426 1.8069
H -2.1144 0.2932 2.7652
H -4.1959 1.1830 3.7600
H -4.5984 3.6216 3.8079
H -2.9141 5.1711 2.8725
H -0.8368 4.2806 1.8685
*
```

## Properties
HOMO level (eV): -8.2
LUMO level (eV): 0.60
HOMO-LUMO gap (eV): 8.8
SMILES: CP(C)COCCOCS.c1ccccc1.c1ccccc1

# 5
C18H28AgClN3O3Ta as an isolated structure at a distorted geometry. Source: the OMol25 dataset; level of theory: ωB97M-V/def2-TZVPD.

```
! RIJCOSX wB97M-V def2-TZVPD def2/J DEFGRID3
* xyz 2 1
N -1.9650 -0.1676 -0.3373
C -4.1586 -2.9650 1.0429
O -4.9100 -3.7511 0.6789
Ag -2.8973 -1.3518 1.1136
Ta -0.2316 0.2704 -0.0105
N -0.0428 2.0884 -0.8896
N 0.8908 -0.9512 -1.2050
C -0.4911 2.5005 -2.2216
C 0.5315 -2.1762 -1.9369
C -0.7135 4.0232 -2.3109
C 0.5894 2.0693 -3.2209
C -1.8358 1.8494 -2.5611
C 0.2190 -3.2732 -0.9140
C 1.6868 -2.6615 -2.8157
C -0.6813 -1.8831 -2.8196
H -1.5350 4.3386 -1.6516
H -0.9930 4.2787 -3.3370
H 0.1689 4.6183 -2.0602
H 1.5053 2.6621 -3.0920
H 0.2411 2.1962 -4.2546
H 0.8732 1.0111 -3.0812
H -1.7463 0.7758 -2.7745
H -2.2544 2.3441 -3.4491
H -2.5570 1.9437 -1.7370
H 1.0879 -3.4428 -0.2669
H -0.0248 -4.2280 -1.4112
H -0.6341 -2.9940 -0.2818
H 2.5518 -2.9829 -2.2277
H 2.0083 -1.8851 -3.5128
H 1.3507 -3.5303 -3.3939
H -0.9468 -2.7767 -3.4023
H -0.4443 -1.0742 -3.5262
H -1.5572 -1.5782 -2.2385
C 0.8793 3.0262 -0.2595
H 1.3298 2.6321 0.6563
H 1.6893 3.2859 -0.9533
H 0.3413 3.9514 0.0331
C 2.2849 -0.8659 -0.7744
H 2.4056 -0.2130 0.0990
H 2.7221 -1.8397 -0.5053
H 2.9216 -0.4334 -1.5676
Cl 0.0707 -0.2603 8.3939
C 0.1340 -0.2519 6.6899
C 0.0578 -1.4667 5.9779
C 0.0719 -1.4490 4.5826
C 0.1830 -0.2234 3.9206
C 0.2813 0.9765 4.6225
C 0.2612 0.9708 6.0040
C 0.2039 -0.1273 2.4583
O 0.3646 -1.0967 1.6583
O -0.0125 1.0403 1.9036
H -0.0016 -2.3938 6.5319
H 0.0007 -2.3788 4.0115
H 0.3783 1.9185 4.0645
H 0.3484 1.9015 6.5583
*
```

## Properties
Relative energy (zero: lowest compared OMol25 entry of this formula, charge and spin) (eV): 1.677
HOMO level (alpha / beta) (eV): -14.3 / -14.3
LUMO level (alpha / beta) (eV): -10.87 / -10.87
HOMO-LUMO gap (alpha / beta) (eV): 3.4 / 3.4

# 6
C18H28BN3O8Ru as an isolated structure. Source: the OMol25 dataset; level of theory: ωB97M-V/def2-TZVPD.

```
! RIJCOSX wB97M-V def2-TZVPD def2/J DEFGRID3
* xyz 1 2
Ru 0.9119 -0.3267 -2.3690
C 5.4808 -0.5907 -3.2533
N 4.7402 0.5891 -2.8004
C 5.4452 1.8685 -2.8064
C 3.5281 0.4491 -2.3076
O 2.9581 -0.6666 -2.2267
C 2.7822 1.7023 -1.8381
O 1.6148 1.2358 -1.1448
C 0.5711 2.1833 -0.8762
C -0.5859 2.0082 -1.8566
O -0.6478 0.9717 -2.5630
N -1.5159 2.9372 -1.9201
C -1.5164 4.1275 -1.0731
C -2.6478 2.7901 -2.8384
H 6.0163 -0.3332 -4.1638
H 6.1916 -0.9038 -2.4885
H 4.7853 -1.3989 -3.4506
H 6.1777 1.8480 -3.6084
H 4.7638 2.6924 -3.0053
H 5.9659 2.0375 -1.8628
H 3.3936 2.2894 -1.1514
H 2.4979 2.3061 -2.7057
H 0.1947 1.9371 0.1177
H 0.9784 3.1931 -0.8777
H -1.0367 3.9378 -0.1164
H -1.0308 4.9656 -1.5746
H -2.5504 4.3962 -0.8704
H -2.4209 2.0375 -3.5848
H -3.5376 2.4951 -2.2826
H -2.8249 3.7484 -3.3229
O 0.3468 -0.8131 -6.0497
N 0.6593 -0.6005 -4.9244
O 0.2385 -1.3750 -3.9535
O 1.3726 0.3646 -4.5415
C -3.6608 -0.7321 4.4520
C -2.8347 -2.0183 4.4575
C -3.8020 -3.2101 4.4765
C -1.9774 -2.0357 5.7305
C -1.9247 -2.1234 3.2323
C -1.1117 -3.2531 3.0813
C -0.2607 -3.4371 1.9974
C -0.2432 -2.4354 1.0550
O 0.4919 -2.3476 -0.1144
B 0.1321 -1.1383 -0.6849
O -0.8217 -0.4780 0.1013
C -1.0335 -1.3164 1.1888
C -1.8842 -1.1266 2.2542
H -4.2926 -0.7051 5.3404
H -4.3157 -0.6754 3.5802
H -3.0265 0.1566 4.4723
H -4.4696 -3.1360 5.3368
H -3.2713 -4.1595 4.5479
H -4.4112 -3.2315 3.5713
H -2.6155 -1.9596 6.6128
H -1.2788 -1.1970 5.7405
H -1.4000 -2.9564 5.8150
H -1.1449 -4.0275 3.8359
H 0.3528 -4.3213 1.8974
H -2.4958 -0.2382 2.3126
*
```

## Properties
Relative energy (zero: lowest compared OMol25 entry of this formula, charge and spin) (eV): 0.000
HOMO level (alpha / beta) (eV): -10.6 / -10.6
LUMO level (alpha / beta) (eV): -2.68 / -3.70
HOMO-LUMO gap (alpha / beta) (eV): 7.9 / 6.9